# C57H136N4O13

A 13-piece molecular cluster, C57H136N4O13 overall in a non-equilibrium geometry (wB97M-V/def2-TZVPD, OMol25).

Last column: Löwdin charge in e.
Cartesian coordinates (Å):
1 O 9.490 4.642 1.971  -0.0557
2 H 9.463 5.438 2.502  0.0294
3 H 10.289 4.727 1.450  0.0262
4 O 9.572 3.067 -5.255  -0.0537
5 H 9.971 2.424 -4.669  0.0269
6 H 9.039 3.618 -4.681  0.0265
7 C -0.809 1.315 -0.198  -0.0300
8 C 0.580 0.766 -0.621  -0.4760
9 C 1.239 1.687 -1.695  -0.1244
10 C 2.725 1.461 -2.009  -0.2055
11 C 3.542 1.471 -0.708  -0.1365
12 C 2.915 0.493 0.398  -0.3910
13 N 1.441 0.785 0.547  -0.1394
14 O 0.974 0.139 1.662  -0.0164
15 C 3.429 -0.985 0.098  -0.0352
16 C 3.749 0.947 1.663  -0.0607
17 C 0.402 -0.722 -1.089  -0.0295
18 H -1.544 1.189 -0.993  0.0853
19 H -0.774 2.372 0.067  0.0751
20 H -1.138 0.970 0.782  0.0742
21 H 0.746 1.463 -2.641  0.1137
22 H 1.021 2.715 -1.405  0.1125
23 H 3.189 2.204 -2.658  0.1054
24 H 2.745 0.589 -2.662  0.1023
25 H 3.510 2.549 -0.549  0.1126
26 H 4.557 1.248 -1.036  0.1144
27 H 3.185 -1.286 -0.921  0.0564
28 H 4.468 -1.204 0.341  0.0726
29 H 3.038 -1.744 0.776  0.0755
30 H 3.562 1.998 1.883  0.0751
31 H 3.421 0.438 2.570  0.0673
32 H 4.827 0.799 1.601  0.0798
33 H 0.159 -1.417 -0.286  0.0828
34 H 1.243 -1.313 -1.452  0.0538
35 H -0.281 -0.826 -1.932  0.0769
36 H 0.978 0.833 2.325  0.1090
37 C -3.855 -1.829 9.232  -0.0330
38 C -2.672 -1.034 8.567  -0.4551
39 C -2.057 -0.090 9.578  -0.1499
40 C -1.066 -0.627 10.606  -0.1935
41 C -0.067 -1.527 9.913  -0.1525
42 C -0.738 -2.617 9.001  -0.4247
43 N -1.612 -1.930 8.009  -0.1342
44 O -1.963 -2.808 6.968  -0.0239
45 C 0.551 -3.140 8.154  -0.0329
46 C -1.341 -3.766 9.865  -0.0342
47 C -3.216 -0.296 7.257  -0.0193
48 H -4.248 -2.542 8.507  0.0798
49 H -4.665 -1.112 9.365  0.0719
50 H -3.834 -2.297 10.216  0.0707
51 H -1.649 0.848 9.201  0.1188
52 H -2.939 0.262 10.114  0.1138
53 H -1.622 -1.180 11.363  0.1000
54 H -0.635 0.155 11.231  0.1116
55 H 0.685 -1.994 10.549  0.1172
56 H 0.394 -0.796 9.249  0.1170
57 H 0.336 -4.081 7.648  0.0699
58 H 0.926 -2.430 7.416  0.0725
59 H 1.429 -3.177 8.798  0.0661
60 H -0.596 -4.395 10.352  0.0759
61 H -2.009 -3.567 10.703  0.0624
62 H -1.851 -4.503 9.244  0.0786
63 H -4.020 0.391 7.523  0.0783
64 H -3.659 -1.071 6.631  0.0660
65 H -2.429 0.121 6.628  0.0801
66 H -1.555 -2.457 6.173  0.1027
67 C -7.178 -7.205 -8.487  -0.0541
68 C -6.005 -8.161 -8.715  -0.4235
69 C -5.490 -8.080 -10.233  -0.1336
70 C -4.499 -6.950 -10.581  -0.1550
71 C -3.368 -6.896 -9.461  -0.1486
72 C -3.845 -6.759 -7.982  -0.4191
73 N -4.894 -7.850 -7.749  -0.1284
74 O -5.365 -7.930 -6.409  -0.0255
75 C -2.635 -7.299 -7.084  -0.0368
76 C -4.112 -5.167 -7.789  -0.0108
77 C -6.458 -9.740 -8.472  -0.0121
78 H -7.597 -7.197 -7.481  0.0741
79 H -7.996 -7.622 -9.074  0.0798
80 H -7.004 -6.155 -8.722  0.0789
81 H -5.302 -9.059 -10.675  0.1057
82 H -6.414 -7.747 -10.707  0.0960
83 H -5.121 -6.055 -10.574  0.0921
84 H -4.083 -7.108 -11.576  0.1042
85 H -2.607 -6.150 -9.692  0.1061
86 H -2.824 -7.824 -9.636  0.1084
87 H -1.686 -6.818 -7.323  0.0752
88 H -2.891 -7.002 -6.067  0.0652
89 H -2.592 -8.386 -7.012  0.0837
90 H -4.625 -5.156 -6.827  0.0594
91 H -3.104 -4.762 -7.696  0.0749
92 H -4.713 -4.632 -8.524  0.0686
93 H -7.117 -10.024 -9.292  0.0671
94 H -6.823 -9.972 -7.471  0.0671
95 H -5.546 -10.320 -8.615  0.0673
96 H -5.639 -7.025 -6.244  0.0736
97 C -11.025 4.501 4.796  -0.0156
98 C -10.939 4.881 3.262  -0.4565
99 C -11.466 3.739 2.359  -0.1357
100 C -12.995 3.739 2.085  -0.1456
101 C -13.378 5.243 1.687  -0.1384
102 C -13.060 6.298 2.817  -0.4434
103 N -11.577 6.187 3.002  -0.1692
104 O -11.119 7.137 3.838  -0.0073
105 C -13.414 7.707 2.190  -0.0414
106 C -14.110 6.011 3.939  -0.0280
107 C -9.471 5.192 2.853  -0.0472
108 H -10.606 3.541 5.100  0.0741
109 H -12.002 4.445 5.275  0.0664
110 H -10.296 5.196 5.212  0.0696
111 H -10.888 3.651 1.440  0.1119
112 H -11.389 2.802 2.912  0.1066
113 H -13.611 3.419 2.925  0.1006
114 H -13.141 3.149 1.180  0.1010
115 H -14.416 5.185 1.361  0.1044
116 H -12.757 5.577 0.856  0.1096
117 H -14.349 7.800 1.638  0.0803
118 H -13.547 8.475 2.953  0.0670
119 H -12.606 8.096 1.571  0.0750
120 H -15.090 5.776 3.524  0.0812
121 H -13.818 5.127 4.506  0.0545
122 H -14.216 6.915 4.540  0.0755
123 H -8.940 5.897 3.492  0.0771
124 H -9.397 5.522 1.817  0.0818
125 H -8.832 4.319 2.716  0.0790
126 H -10.739 7.717 3.174  0.1125
127 C 11.713 -1.500 0.683  -0.0704
128 C 12.042 -0.405 -0.320  -0.4989
129 C 12.740 -0.948 -1.561  -0.0655
130 O 10.810 0.022 -0.863  -0.0599
131 H 12.615 -1.749 1.242  0.0833
132 H 11.087 -2.259 0.214  0.0851
133 H 10.987 -1.150 1.417  0.0714
134 H 12.667 0.300 0.228  0.1317
135 H 13.627 -1.557 -1.388  0.0734
136 H 13.106 -0.234 -2.298  0.0782
137 H 12.124 -1.759 -1.951  0.0815
138 H 10.266 0.536 -0.261  0.0905
139 C 5.625 -4.577 -6.176  -0.0574
140 C 7.052 -4.831 -5.630  -0.5006
141 C 8.026 -3.984 -6.429  -0.0754
142 O 7.289 -4.391 -4.336  -0.0476
143 H 4.795 -5.215 -5.872  0.0711
144 H 5.541 -4.524 -7.262  0.0676
145 H 5.314 -3.549 -5.990  0.0733
146 H 7.306 -5.889 -5.700  0.1391
147 H 7.879 -2.923 -6.227  0.0830
148 H 7.927 -4.204 -7.492  0.0819
149 H 9.009 -4.234 -6.029  0.0854
150 H 7.434 -3.444 -4.400  0.0797
151 C -0.251 9.945 1.436  -0.0694
152 C 0.274 9.311 2.709  -0.4644
153 C -0.047 7.819 2.851  -0.0671
154 O 1.704 9.423 2.656  -0.0717
155 H 0.224 9.546 0.540  0.0830
156 H -0.369 11.018 1.588  0.0830
157 H -1.237 9.527 1.230  0.0681
158 H -0.206 9.871 3.511  0.1356
159 H -1.072 7.585 2.565  0.0691
160 H 0.102 7.341 3.819  0.0749
161 H 0.505 7.188 2.154  0.0743
162 H 2.149 8.910 1.977  0.0844
163 C 0.083 5.287 -8.693  -0.0209
164 C 1.108 6.533 -8.417  -0.5102
165 C 2.429 6.459 -9.194  -0.0752
166 O 0.657 7.755 -8.715  -0.0355
167 H 0.315 4.883 -9.678  0.0606
168 H -0.970 5.526 -8.539  0.0647
169 H 0.329 4.539 -7.939  0.0591
170 H 1.374 6.550 -7.360  0.1294
171 H 2.308 6.500 -10.276  0.0745
172 H 2.968 5.516 -9.114  0.0734
173 H 3.087 7.279 -8.904  0.0808
174 H 0.597 7.832 -9.670  0.0994
175 C 2.559 -10.483 1.116  -0.0615
176 C 1.871 -9.109 1.099  -0.4494
177 C 2.197 -8.181 2.303  -0.0599
178 O 2.470 -8.499 -0.046  -0.0839
179 H 2.360 -10.975 2.068  0.0711
180 H 3.645 -10.394 1.143  0.0783
181 H 2.225 -10.986 0.209  0.0823
182 H 0.817 -9.193 0.837  0.1341
183 H 3.236 -7.880 2.437  0.0731
184 H 2.033 -8.718 3.237  0.0714
185 H 1.745 -7.195 2.408  0.0760
186 H 3.214 -8.047 0.359  0.0684
187 C 5.255 11.299 -1.739  -0.0573
188 C 5.772 9.979 -2.183  -0.5744
189 C 7.246 10.037 -2.575  -0.0586
190 O 5.520 9.031 -1.211  -0.0248
191 H 5.204 12.092 -2.485  0.0834
192 H 5.818 11.725 -0.909  0.0884
193 H 4.207 11.116 -1.501  0.0827
194 H 5.349 9.624 -3.122  0.1310
195 H 7.552 9.021 -2.828  0.0708
196 H 7.838 10.374 -1.724  0.0854
197 H 7.281 10.585 -3.516  0.0852
198 H 5.892 8.237 -1.602  0.0884
199 C 7.737 -5.315 5.578  -0.0651
200 C 8.877 -5.252 6.566  -0.4767
201 C 8.377 -5.218 7.998  -0.0739
202 O 9.842 -6.334 6.605  -0.0564
203 H 7.984 -5.729 4.601  0.0749
204 H 7.372 -4.320 5.324  0.0788
205 H 6.863 -5.849 5.954  0.0759
206 H 9.392 -4.308 6.384  0.1253
207 H 7.760 -6.099 8.178  0.0793
208 H 7.897 -4.297 8.329  0.0824
209 H 9.140 -5.422 8.748  0.0754
210 H 10.193 -6.547 5.737  0.0802

# C3H3Cl4INO2

A 2-piece molecular cluster, C3H3Cl4INO2 overall in a non-equilibrium geometry (wB97M-V/def2-TZVPD, OMol25).

Last column: natural (NBO) charge in e.
Cartesian coordinates (Å):
1 N 0.085 1.230 1.795  -0.8675
2 C -0.321 -0.133 1.731  -0.1885
3 I -0.908 -0.816 3.740  -0.0711
4 C 0.842 -1.046 1.206  0.7053
5 O 0.690 -2.270 1.346  -0.7443
6 O 1.804 -0.439 0.702  -0.7667
7 H -0.630 1.853 1.441  0.3440
8 H 0.914 1.325 1.211  0.4041
9 H -1.227 -0.285 1.148  0.1916
10 C -0.247 0.101 -2.846  -0.2239
11 Cl -0.142 -0.860 -1.402  0.1452
12 Cl 1.366 0.342 -3.536  0.0385
13 Cl -1.275 -0.694 -4.065  0.0131
14 Cl -0.952 1.691 -2.469  0.0201

Computed properties:
Net charge: -1
Energy relative to the best compared isomer or geometry (same formula, charge and spin): 0.000 eV

# C28H36As2MgSi

C28H36As2MgSi as an isolated structure in a non-equilibrium geometry (wB97M-V/def2-TZVPD, OMol25).

Last column: natural (NBO) charge in e.
Cartesian coordinates (Å):
1 C 1.340 -1.088 2.679  -0.4233
2 C 2.126 -0.031 2.145  -0.3281
3 C 1.426 1.187 2.346  -0.4293
4 H 3.142 -0.112 1.763  0.2259
5 C 0.200 0.896 3.005  -0.4310
6 C 0.152 -0.513 3.218  -0.4300
7 H -0.596 -1.034 3.810  0.2209
8 H 1.632 -2.130 2.759  0.2275
9 H 1.822 2.179 2.147  0.2318
10 H -0.514 1.622 3.390  0.2249
11 Mg 0.112 -0.163 0.917  1.2762
12 C 1.492 1.007 -3.855  -0.9552
13 H 1.490 1.942 -3.260  0.2617
14 H 1.717 1.339 -4.899  0.2042
15 H 2.404 0.317 -3.743  0.1837
16 Si 1.644 -0.019 -2.150  0.9773
17 C 2.135 -1.784 -2.233  -0.5224
18 C 2.700 -2.405 -1.107  -0.1929
19 H 2.862 -1.820 -0.194  0.2322
20 C 3.065 -3.753 -1.176  -0.2235
21 H 3.603 -4.174 -0.327  0.2091
22 C 2.771 -4.513 -2.315  -0.2062
23 H 3.087 -5.547 -2.361  0.2118
24 C 2.118 -3.903 -3.389  -0.2590
25 H 1.903 -4.481 -4.284  0.2066
26 C 1.788 -2.548 -3.356  -0.1396
27 H 1.283 -2.080 -4.211  0.1899
28 C 2.958 0.965 -1.276  -0.4163
29 C 4.313 0.594 -1.307  -0.3080
30 H 4.635 -0.293 -1.867  0.2171
31 C 5.269 1.410 -0.674  -0.1866
32 H 6.312 1.087 -0.661  0.2081
33 C 4.895 2.635 -0.111  -0.2612
34 H 5.660 3.303 0.293  0.2111
35 C 3.540 3.011 -0.111  -0.2306
36 H 3.239 3.977 0.297  0.2054
37 C 2.575 2.186 -0.701  -0.2425
38 H 1.526 2.522 -0.742  0.1916
39 H 0.241 0.071 -1.605  -0.2031
40 H 0.498 0.481 -3.909  0.2634
41 C -2.931 -3.100 2.212  -0.9504
42 As -2.242 -1.604 1.172  0.8215
43 C -3.084 -2.047 -0.541  -0.9486
44 C -3.458 -0.149 1.782  -0.3719
45 C -4.498 -0.435 2.667  -0.2197
46 C -5.354 0.589 3.109  -0.2043
47 C -5.165 1.897 2.661  -0.2064
48 C -4.117 2.205 1.776  -0.2467
49 C -3.279 1.185 1.338  -0.2189
50 As -1.768 1.558 0.108  0.7812
51 C -1.446 3.441 0.437  -0.9493
52 C -2.797 1.622 -1.550  -0.9396
53 H -2.304 -3.957 1.950  0.2437
54 H -3.979 -3.291 1.953  0.2247
55 H -2.824 -2.866 3.275  0.2383
56 H -4.177 -2.069 -0.422  0.2225
57 H -2.785 -1.323 -1.310  0.2323
58 H -2.714 -3.046 -0.807  0.2376
59 H -4.649 -1.459 3.026  0.2129
60 H -6.175 0.333 3.796  0.2192
61 H -5.812 2.687 3.024  0.2165
62 H -3.946 3.228 1.457  0.2100
63 H -1.253 3.587 1.502  0.2464
64 H -0.562 3.736 -0.127  0.2399
65 H -2.308 4.034 0.124  0.2198
66 H -3.521 0.804 -1.561  0.2385
67 H -3.317 2.586 -1.616  0.2265
68 H -2.099 1.512 -2.381  0.2321

Computed properties:
Energy relative to the best compared isomer or geometry (same formula, charge and spin): 0.447 eV

# C5H8O4

C5H8O4 as an isolated structure in a non-equilibrium geometry (wB97M-V/def2-TZVPD, OMol25).

Last column: natural (NBO) charge in e.
Cartesian coordinates (Å):
1 C -0.894 -1.302 0.200  -0.6057
2 C -0.268 -0.021 -0.379  -0.4302
3 C -0.777 0.113 -1.727  -0.6230
4 C -0.882 0.927 0.468  0.8253
5 C 1.325 -0.377 -0.400  0.7917
6 H -2.052 -0.757 0.729  0.2536
7 H -1.459 -2.094 -0.883  0.2429
8 H -0.005 -2.068 0.832  0.3026
9 H -1.982 0.519 -1.975  0.2778
10 H -0.649 -1.051 -1.963  0.2390
11 H 0.077 0.781 -2.387  0.2385
12 H -0.994 1.252 2.492  0.5295
13 H 1.366 0.219 1.437  0.5014
14 O -0.144 0.772 1.666  -0.7428
15 O -1.914 1.683 0.269  -0.5704
16 O 1.949 -0.337 0.866  -0.6708
17 O 1.943 -1.223 -1.208  -0.5594

Computed properties:
Energy relative to the best compared isomer or geometry (same formula, charge and spin): 8.065 eV

# C4H9N3O

An isolated molecule of C4H9N3O in a non-equilibrium geometry (wB97M-V/def2-TZVPD, OMol25).

Last column: natural (NBO) charge in e.
Cartesian coordinates (Å):
1 C -2.661 0.150 -0.838  -0.7209
2 C -1.604 -0.410 0.177  0.6809
3 C 1.479 0.864 -0.916  0.0153
4 C 2.443 0.526 0.211  -0.2972
5 H -3.117 1.060 -0.292  0.2396
6 H -2.120 0.409 -1.789  0.2338
7 H -3.395 -0.627 -1.052  0.2341
8 H 0.367 -0.305 0.650  0.4098
9 H 1.913 1.499 -1.615  0.1801
10 H 2.393 1.411 0.884  0.2153
11 H 3.487 0.412 -0.107  0.2021
12 H 2.445 -0.622 1.870  0.3726
13 H 2.302 -1.497 0.510  0.3694
14 N -0.317 -0.053 -0.019  -0.4819
15 N 0.208 0.704 -0.998  -0.2012
16 N 1.986 -0.668 0.970  -0.8315
17 O -1.920 -1.051 1.183  -0.6202

Computed properties:
SMILES: CC(=O)N/N=C\CN
Energy relative to the best compared isomer or geometry (same formula, charge and spin): 2.070 eV

| no. | energy (a.u.) | LUMO energy (eV) |
| --- | --- | --- |
| 1 | -3449.98026 | 0.00 |
| 2 | -2459.87981 | 2.48 |
| 3 | -6049.42689 | 0.39 |
| 4 | -496.00626 | -0.54 |
| 5 | -397.27456 | 0.57 |